Record 1
{
  "formula": "C37H34Cl2IN3O7Pb",
  "method": "wB97M-V/def2-TZVPD",
  "homo_energy_ev": -6.1,
  "total_charge": 0,
  "fmax_ev_per_a": 0.651,
  "energy_ev": -96112.9915,
  "elements": ["H", "O", "H", "H", "O", "C", "C", "C", "H", "O", "H", "H", "C", "H", "H", "H", "H", "H", "C", "C", "C", "C", "N", "H", "Cl", "H", "C", "C", "H", "C", "C", "H", "H", "H", "O", "C", "H", "H", "H", "C", "C", "C", "H", "C", "C", "C", "Cl", "C", "C", "O", "C", "H", "C", "O", "N", "C", "N", "H", "O", "H", "C", "C", "C", "C", "H", "H", "H", "I", "H", "C", "C", "H", "H", "C", "Pb", "H", "C", "C", "C", "H", "C", "C", "H", "H", "C"],
  "xyz": [[-2.588, 1.637, -2.744], [-2.107, -0.970, -2.038], [-3.192, 3.429, -1.377], [0.932, -5.261, 3.554], [-0.460, 1.025, -2.374], [3.584, 3.778, 2.379], [1.758, 3.343, 4.013], [2.518, -1.992, -0.846], [-1.723, 4.329, 0.322], [1.310, -1.518, -1.495], [3.825, -1.894, 2.356], [-3.671, -0.566, -3.339], [0.126, 1.722, 3.381], [2.758, -3.851, 2.709], [0.525, 2.469, -3.508], [-1.665, -1.549, -3.972], [0.064, 2.841, 5.219], [-3.729, -5.581, 2.494], [2.592, -2.150, 0.614], [-0.262, 3.256, -1.678], [-3.042, 2.844, -0.465], [-3.947, -0.757, 3.368], [0.741, 1.437, 2.254], [-1.458, -5.938, 3.409], [4.279, 5.012, 3.390], [-1.833, -2.240, 5.530], [0.746, -4.495, 2.809], [4.903, -1.359, 0.623], [-2.212, -2.452, -0.009], [-3.350, 1.165, -2.124], [-3.101, -3.978, 1.192], [-4.255, -1.689, 5.281], [0.401, 4.126, -1.618], [-1.181, 3.555, -2.191], [1.976, 0.892, -0.107], [-2.194, -1.719, 4.654], [5.741, -0.901, -1.322], [-1.712, 2.796, 1.225], [-4.056, -0.772, -1.615], [-3.338, -0.340, -2.319], [1.509, -2.765, 1.299], [3.754, -1.574, -1.499], [5.032, 4.055, 0.844], [-3.541, -1.416, 4.515], [3.614, 2.531, 0.331], [-1.167, -1.156, -3.080], [4.334, 2.245, -1.215], [1.748, -3.715, 2.350], [-0.761, -3.354, 1.284], [1.700, -2.931, -1.553], [0.608, 2.664, 4.301], [-0.813, 0.584, -4.346], [-2.900, -4.970, 2.161], [-0.550, 2.770, -0.380], [0.256, -2.524, 0.885], [1.878, 2.100, 1.939], [-1.719, -0.689, 2.561], [-3.288, 0.113, 1.499], [-3.118, 1.457, -0.754], [0.656, -0.153, -3.659], [-3.008, -0.405, 2.412], [3.801, -1.824, 1.274], [-1.731, 3.236, 0.225], [2.428, 3.093, 2.798], [2.158, 4.080, 4.695], [-0.477, -1.906, -2.692], [-0.259, -1.566, 3.711], [-5.966, -0.292, 3.049], [-4.092, -3.821, 0.783], [-0.563, -4.366, 2.255], [-1.640, -5.165, 2.670], [-0.792, 1.189, 3.582], [1.382, 1.896, -2.046], [0.407, 2.146, -2.467], [-0.142, -0.100, 0.289], [-4.338, 1.538, -2.427], [4.861, -1.254, -0.795], [4.157, 3.507, 1.164], [-1.319, -1.341, 3.650], [3.710, -1.475, -2.576], [-2.059, -3.198, 0.757], [-0.384, 0.113, -3.451], [5.788, -1.074, 1.176], [-3.853, 3.099, 0.225], [2.477, 1.781, 0.669]]
}

=====

Record 2
{
  "formula": "C4H6NO2",
  "method": "wB97M-V/def2-TZVPD",
  "homo_energy_ev": -14.4,
  "total_charge": 1,
  "de_lowest_kcal_mol": 44.73,
  "fmax_ev_per_a": 4.130,
  "energy_ev": -9820.6613,
  "elements": ["H", "H", "N", "C", "O", "O", "H", "H", "C", "H", "H", "C", "C"],
  "xyz": [[2.788, 1.286, 1.054], [-0.931, -0.483, 2.756], [0.168, 0.263, -1.114], [-0.776, -0.435, -0.160], [-0.031, -0.240, 2.318], [2.892, 1.184, -1.004], [-1.840, -0.137, -0.058], [-0.306, 0.957, -1.668], [0.935, 0.579, 0.182], [0.572, -0.333, -1.813], [-0.687, -1.623, -0.238], [0.033, 0.006, 1.054], [2.302, 1.061, 0.061]]
}

=====

Repeat the second record exactly.
{
  "formula": "C4H6NO2",
  "method": "wB97M-V/def2-TZVPD",
  "homo_energy_ev": -14.4,
  "total_charge": 1,
  "de_lowest_kcal_mol": 44.73,
  "fmax_ev_per_a": 4.130,
  "energy_ev": -9820.6613,
  "elements": ["H", "H", "N", "C", "O", "O", "H", "H", "C", "H", "H", "C", "C"],
  "xyz": [[2.788, 1.286, 1.054], [-0.931, -0.483, 2.756], [0.168, 0.263, -1.114], [-0.776, -0.435, -0.160], [-0.031, -0.240, 2.318], [2.892, 1.184, -1.004], [-1.840, -0.137, -0.058], [-0.306, 0.957, -1.668], [0.935, 0.579, 0.182], [0.572, -0.333, -1.813], [-0.687, -1.623, -0.238], [0.033, 0.006, 1.054], [2.302, 1.061, 0.061]]
}

=====

Please write out number 2 again, unchanged.
{
  "formula": "C4H6NO2",
  "method": "wB97M-V/def2-TZVPD",
  "homo_energy_ev": -14.4,
  "total_charge": 1,
  "de_lowest_kcal_mol": 44.73,
  "fmax_ev_per_a": 4.130,
  "energy_ev": -9820.6613,
  "elements": ["H", "H", "N", "C", "O", "O", "H", "H", "C", "H", "H", "C", "C"],
  "xyz": [[2.788, 1.286, 1.054], [-0.931, -0.483, 2.756], [0.168, 0.263, -1.114], [-0.776, -0.435, -0.160], [-0.031, -0.240, 2.318], [2.892, 1.184, -1.004], [-1.840, -0.137, -0.058], [-0.306, 0.957, -1.668], [0.935, 0.579, 0.182], [0.572, -0.333, -1.813], [-0.687, -1.623, -0.238], [0.033, 0.006, 1.054], [2.302, 1.061, 0.061]]
}